No. 1
74
Properties=species:S:1:pos:R:3 method="wB97M-V/def2-TZVPD" lumo_ha=0.152 total_charge=-2 homo_lumo_gap_ev=4.716 e_homo_ev=-0.57
C -2.5292 -1.0448 -0.6479
Br 0.5640 6.7021 2.5823
H 7.6804 -0.9905 1.1126
S -2.7565 2.3471 0.4891
C -4.5869 -2.9604 -0.7456
C -4.5145 -2.0700 0.3487
C -0.2543 -5.3013 1.3352
C -2.0970 0.6470 0.7941
H 0.6955 -5.2185 1.8753
H 2.3562 -3.5124 -1.1580
H -1.2865 -3.8179 2.5493
C -3.6410 -2.8815 -1.7525
H 2.2631 -0.6055 -2.3671
H -5.2317 -2.1341 1.1610
C -1.0060 -3.9829 1.5063
C 4.3481 5.4741 1.4669
H 0.4582 -4.3420 -1.9076
H 5.3549 5.8460 1.6153
H 2.0062 0.5872 5.3027
H 8.4527 -2.4338 -0.7486
C 2.8264 3.8432 0.5749
C 4.6382 -1.7322 -0.2438
H 4.3987 -2.9591 -1.9937
H 5.2866 -0.5550 1.4292
H 6.7850 -3.4149 -2.2994
H 2.6599 2.9288 0.0152
C 3.2721 6.1671 1.9967
H 3.5756 -2.3399 2.6075
C -0.1049 -2.8344 1.0527
H -1.8742 -1.8809 -2.5167
C 7.3953 -2.2392 -0.6093
I -0.2742 3.6024 0.7677
C 5.6036 -1.1883 0.6081
C 2.1637 0.2340 4.2900
H -0.6682 -1.8988 1.0057
H 0.6785 -2.7004 1.8067
C -2.6103 -1.9319 -1.7221
C 2.8469 -0.9558 4.0643
C -3.5064 -1.1414 0.3821
Si 2.7585 -1.3396 -0.1021
H 2.4252 -3.7267 0.5840
H -0.7234 -6.2481 -0.5693
N 0.5409 -3.1091 -0.2439
C 4.1210 4.3038 0.7524
H 3.2240 -1.5327 4.9018
H 2.5747 0.7908 -1.3120
C 0.0254 -5.5640 -0.1558
C 1.9948 -3.0864 -0.2142
H 4.9522 3.7473 0.3352
C 2.5563 -0.6941 1.6658
C 1.9870 5.6745 1.8039
H -3.9135 0.3310 1.7453
H -1.9364 -3.9872 0.9297
C 6.9605 -1.4328 0.4327
H 1.1319 1.8850 3.3665
H 0.9996 -6.0465 -0.2808
C -0.0394 -4.2414 -0.9390
N -3.1525 -0.2204 1.3748
H -1.0823 -4.0013 -1.1521
C 1.6768 0.9607 3.2143
H -5.3780 -3.7002 -0.7915
C 6.4596 -2.7886 -1.4758
H 1.4574 1.0598 1.0920
C 2.1065 -0.1991 -1.3596
N -1.6241 -0.0816 -0.3719
C 5.1078 -2.5318 -1.2919
H -1.2852 0.7690 1.5175
H -0.7975 -6.1387 1.7825
H -3.6969 -3.5707 -2.5903
Cu 0.1935 -0.1157 -0.9454
C 1.7166 4.5153 1.0988
C 1.8720 0.4940 1.9198
H 3.4213 7.0804 2.5583
C 3.0404 -1.4079 2.7670



No. 2
83
Properties=species:S:1:pos:R:3 method="wB97M-V/def2-TZVPD" lumo_ha=0.073 total_charge=-1 homo_lumo_gap_ev=4.054 e_homo_ev=-2.07
C -3.8723 -4.0034 -0.4178
H -3.5662 3.9421 -2.1236
O -1.0093 -2.7494 -0.5177
S 3.1941 -3.3929 2.5820
N -3.5957 -2.9668 1.7934
C -2.1109 2.4407 -1.3765
C 2.7941 -0.1517 -3.2479
C 1.9211 0.1946 -2.2362
H 3.9663 -0.9052 -5.2498
C 3.3509 2.4188 0.6384
H 1.7076 3.5844 0.0586
C -4.9681 -4.8163 -0.1332
C -4.8094 2.2038 -0.4604
C 2.2719 -0.7112 -4.4067
H 3.2533 4.3159 0.0346
H -2.5792 1.1985 1.7028
H 0.5928 -3.3019 0.0752
N 2.8414 1.2136 0.7783
C -0.2940 -6.8316 1.9658
C -1.6089 -5.7680 0.2518
H 5.6989 0.4606 2.3732
H -4.5514 -3.1593 2.0405
H -4.0302 3.0762 1.9445
C 0.9016 -0.8947 -4.5101
C -3.6950 -3.5474 -1.7183
Br -1.7483 -0.7213 -3.5593
H -1.0804 2.7712 -1.1973
C 2.1641 -2.8452 1.2807
H -6.7303 -5.7770 -0.8796
Se -0.1111 4.5613 0.5014
H -5.3449 2.4129 -1.3871
C 3.6963 0.3920 1.4840
H 0.4583 -1.3193 -5.3975
C -5.8820 -5.1477 -1.1197
H -1.3449 2.4261 1.1142
H -4.4567 -3.5180 -3.7182
C -1.6612 -4.9218 2.4944
H -1.9165 -5.7006 -0.7839
C 3.8699 -1.8067 2.6722
H -2.2099 1.9894 -2.3653
H 0.4051 -7.5997 2.2727
H -5.5275 2.0745 0.3491
C -2.0860 -4.8399 1.1723
N 0.5951 0.0189 -2.3094
O 3.0437 -1.0882 -5.4579
N 2.7814 3.4264 -0.0270
C 4.8719 0.9382 1.8758
H 4.6121 -1.5550 3.4103
C -2.3483 1.9891 0.9877
H -2.3611 4.5234 -0.8855
H -0.3481 -7.4662 -0.0839
H -4.0823 0.2463 0.1664
H 1.0581 -4.5411 1.1546
C -3.8356 0.9992 -0.5815
K 0.0806 0.3099 0.4673
H -0.4436 -5.9552 3.9209
N 2.3222 -1.5933 0.9579
C -3.1318 -1.6563 1.9022
N 1.3325 -3.7115 0.6507
C -2.9207 -3.6463 0.7113
C -2.9922 3.6907 -1.2294
C 0.1394 -0.5041 -3.4241
H -5.1028 -5.2038 0.8716
N -2.0103 -1.4807 1.1217
H 2.2989 0.6255 -1.3146
H 3.8581 0.0118 -3.1259
H -2.0190 -4.1879 3.2050
H -6.4179 -4.9385 -3.1893
N -3.9878 3.4096 -0.1338
C -5.7065 -4.6780 -2.4155
H -4.5922 4.2196 -0.0382
N -2.4697 1.4398 -0.3719
H -3.9156 0.5492 -1.5728
C -4.6104 -3.8827 -2.7096
C -1.8663 -2.5526 0.3530
H -2.6368 4.0866 1.3387
C 3.3110 -1.0072 1.7329
S 4.9322 2.5951 1.4004
H -2.8300 -2.9437 -1.9534
O -3.6711 -0.8204 2.6102
C -3.2690 3.2010 1.1726
C -0.7201 -6.7578 0.6457
C -0.7719 -5.9112 2.8897



No. 3
78
Properties=species:S:1:pos:R:3 method="wB97M-V/def2-TZVPD" lumo_ha="-0.309 / -0.310" multiplicity=2 total_charge=+3 homo_lumo_gap_ev="6.266 / 6.240" e_homo_ev="-14.68 / -14.68"
H -3.7342 -1.7101 -3.1814
H -4.9513 -2.5393 6.8022
H 1.6224 0.1019 -3.4234
H 1.4332 -0.4850 5.2996
O -0.0667 1.4501 -1.5318
H -3.1154 0.4219 3.8317
C -1.8392 -0.2567 2.4172
H 5.0601 -0.1936 1.2901
C 4.8906 0.1368 -2.6220
C 2.5255 0.0527 -2.8272
H -0.8028 2.7491 -3.5154
C -1.9977 -3.6219 5.5351
H -2.1383 -0.0608 -2.1786
H 3.2009 -1.6808 6.5629
C 4.8785 -1.1598 3.6672
N 4.1202 -0.0613 1.6319
N -0.5322 -1.4014 -1.9452
H -0.6787 -3.2150 -0.9089
C -2.6573 -1.8684 -3.1896
C 3.4528 0.0052 -0.7195
C 3.7672 0.1359 -3.4315
H -2.2658 -1.5528 -4.1571
H 5.6063 0.1245 -0.6139
C -0.7177 3.7393 -3.0857
N -1.2866 2.5459 0.1253
H -4.5102 -0.7154 5.2087
H -0.8319 -2.6264 4.0658
C 3.1446 0.0650 0.7355
C -4.0628 -2.5624 6.1868
Ti 0.4003 0.0930 -0.4499
H 5.8378 -1.3589 3.2037
C -0.4354 6.2726 -1.9724
C 2.6658 -0.2228 3.5693
H -1.0942 4.7590 -4.9333
C 4.7294 0.0759 -1.2448
S 1.5384 0.7909 2.6605
H -2.8598 -3.7204 -2.2463
N 1.8853 0.2477 1.0555
N 2.3628 -0.0318 -1.5048
C -2.6766 -1.5658 4.4686
C -0.2864 -2.8560 -1.8633
N -1.1432 1.2442 0.6845
H -0.4987 -3.3464 -3.9744
H -2.8066 -3.8354 -3.8759
C -1.7586 -2.6171 4.6187
C -0.8685 4.8625 -3.8812
C -2.5258 -0.4522 3.5592
C 3.3903 -1.3508 5.5511
N -2.3928 -3.3458 -3.0774
H -2.4415 -1.4105 -1.0863
C -3.1553 -3.6058 6.3082
H 0.7162 2.8621 -0.2494
O 0.0012 5.3161 0.1505
C -0.1974 2.6989 -0.8382
C -0.3011 5.1485 -1.1730
C 4.6236 -1.5834 4.9645
Br -0.8382 -1.6350 1.5258
C -3.8145 -1.5422 5.2897
C -0.7158 6.1251 -3.3207
H -0.7826 -4.7067 -2.8775
C 3.8977 -0.4691 2.9794
H 5.3967 -2.1011 5.5150
H -0.8245 7.0056 -3.9394
H -2.4511 1.7964 2.1582
H -0.0968 -1.0509 -2.7984
C -0.4228 3.8751 -1.7336
C -1.8325 1.0053 1.7362
H 5.8806 0.2076 -3.0520
H 0.7864 -3.0479 -1.8708
H -2.1728 2.5878 -0.3766
C -0.9186 -3.6350 -3.0105
H 3.8481 0.2155 -4.5059
C 2.3961 -0.6818 4.8456
C -1.9868 -1.1307 -2.0400
H -0.5105 4.7026 0.6916
H -1.2771 -4.4182 5.6621
H -0.3261 7.2487 -1.5197
H -3.3366 -4.3990 7.0210



Energy across the listed records, respectively: -6603.9908; -8330.2384; -5594.4442 Ha.
Relative energy (zero: lowest compared OMol25 entry of this formula, charge and spin) across the listed records, respectively: 0.0; 84.4; 32.6 kJ/mol.